Computed, not measured: 2 unconnected molecules or ions with the total composition C2HF2N4 at a distorted geometry, with ωB97M-V/def2-TZVPD.

The calculation puts the gap between HOMO and LUMO (spin up / spin down) at 7.26 / 8.80 eV. The relative energy (zero: lowest compared OMol25 entry of this formula, charge and spin) is 72.8 kcal per mole. The energy is -13480.747 eV. The calculation puts the highest occupied orbital energy (spin up / spin down) at -0.18398 / -0.19375 hartree. Its net charge is -1. The strongest force on any atom is 3.9 eV/A.

```
9
C2HF2N4 ωB97M-V/def2-TZVPD
C -1.214 0.426 0.418
C 2.281 0.258 0.597
N -1.581 0.925 -0.707
N -1.539 -0.799 0.720
N -2.362 -0.087 -1.125
N -2.344 -1.060 -0.306
F 2.591 -1.004 0.041
F 2.968 1.176 -0.167
H 1.200 0.165 0.528
```



Computed, not measured: 3 unconnected molecules or ions with the total composition C35H71ClFN10O3P2 at a distorted geometry, with ωB97M-V/def2-TZVPD.

The calculation puts the gap between HOMO and LUMO at 7.22 eV. The energy is -92281.868 eV. The calculation puts the highest occupied orbital energy at -0.36241 hartree. Its net charge is +1. The strongest force on any atom is 9.2 eV/A.

```
123
C35H71ClFN10O3P2 ωB97M-V/def2-TZVPD
C 4.503 5.169 -1.409
C 3.758 4.659 -0.435
C 2.649 4.214 0.678
N 1.428 3.798 -0.087
F 0.834 4.924 -0.563
C 0.578 2.933 0.792
C -0.050 3.645 2.088
C -0.095 5.041 2.393
C -0.725 2.519 -0.138
C -1.942 3.571 -0.073
C -3.152 3.125 0.941
C -4.087 4.404 1.293
C -4.085 1.958 0.324
C 1.442 1.593 1.112
C 0.686 0.606 2.195
C 1.088 0.953 3.740
C 0.024 0.168 4.687
N -1.410 0.495 4.403
C 1.654 0.640 -0.212
C 0.601 -0.460 -0.617
C 1.084 -1.243 -1.875
C 2.446 -0.875 -2.538
N 3.419 0.140 -2.237
C 2.929 0.831 -1.069
O 2.766 1.795 1.657
C 3.254 3.134 1.711
Cl 5.084 3.019 1.294
C 3.261 3.741 3.241
C 4.341 4.936 3.447
N 5.607 4.531 4.129
H 4.842 5.858 -2.282
H 2.441 5.189 1.285
H 1.773 3.282 -0.941
H -0.582 2.941 2.851
H 0.446 5.878 1.797
H -0.664 5.412 3.341
H -0.306 2.474 -1.228
H -1.161 1.484 0.171
H -2.439 3.559 -1.134
H -1.621 4.677 0.083
H -2.718 2.713 1.940
H -3.651 5.361 0.825
H -4.164 4.550 2.431
H -5.143 4.261 0.845
H -4.751 2.343 -0.549
H -3.508 1.006 0.032
H -4.817 1.643 1.180
H 1.028 -0.505 2.067
H -0.447 0.611 2.002
H 1.175 2.075 3.964
H 2.131 0.489 3.980
H 0.192 0.361 5.821
H 0.156 -0.971 4.427
H -1.746 1.324 4.917
H -2.035 -0.324 4.534
H -0.356 -0.644 -0.013
H 0.446 -2.110 -2.292
H 2.747 -1.539 -3.452
H 3.642 1.691 -0.721
H 2.239 4.147 3.569
H 3.616 2.852 3.905
H 3.827 5.714 4.153
H 4.580 5.521 2.476
H 5.556 4.619 5.156
H 5.887 3.560 3.921
O -3.272 0.822 -5.994
P -2.038 0.887 -6.912
N -2.188 -0.783 -7.368
C -1.118 -1.703 -7.748
C -3.369 -1.078 -8.189
N -0.957 0.974 -5.548
C 0.006 -0.061 -5.210
C -1.515 1.486 -4.291
N -0.628 1.019 -7.988
C 0.296 2.140 -7.680
C -1.060 1.291 -9.382
H -0.693 -1.476 -8.731
H -1.500 -2.727 -7.790
H -0.313 -1.744 -7.022
H -3.215 -0.795 -9.235
H -4.254 -0.548 -7.831
H -3.613 -2.144 -8.165
H -0.483 -0.988 -4.895
H 0.665 0.261 -4.393
H 0.690 -0.260 -6.037
H -2.111 0.719 -3.777
H -2.145 2.361 -4.464
H -0.724 1.810 -3.606
H -0.241 3.092 -7.621
H 1.073 2.225 -8.448
H 0.845 1.999 -6.749
H -1.672 2.198 -9.435
H -1.639 0.468 -9.798
H -0.199 1.412 -10.046
O -0.059 -3.674 3.978
P -0.632 -5.096 4.136
N 0.725 -5.624 5.084
C 1.283 -6.972 5.167
C 0.810 -5.002 6.411
N -0.295 -5.478 2.470
C 0.667 -6.484 2.048
C -0.193 -4.349 1.537
N -1.348 -6.713 4.322
C -2.356 -7.076 3.293
C -2.098 -6.806 5.599
H 0.635 -7.666 5.713
H 2.244 -6.950 5.689
H 1.512 -7.400 4.198
H 0.119 -5.468 7.121
H 0.577 -3.936 6.374
H 1.820 -5.086 6.824
H 1.693 -6.198 2.297
H 0.617 -6.643 0.963
H 0.438 -7.465 2.470
H 0.781 -3.846 1.624
H -0.983 -3.616 1.715
H -0.309 -4.678 0.500
H -3.134 -6.311 3.212
H -2.832 -8.032 3.537
H -1.923 -7.230 2.305
H -2.872 -6.033 5.660
H -1.447 -6.701 6.465
H -2.576 -7.785 5.706
```



Computed, not measured: 16 unconnected molecules or ions with the total composition C66H56Cl18N10O20 at a distorted geometry, with ωB97M-V/def2-TZVPD.

The calculation puts the gap between HOMO and LUMO at 8.76 eV. The relative energy (zero: lowest compared OMol25 entry of this formula, charge and spin) is 19.9 kcal per mole. The energy is -350575.618 eV. The calculation puts the highest occupied orbital energy at -0.35431 hartree. The strongest force on any atom is 3.7 eV/A.

```
170
C66H56Cl18N10O20 ωB97M-V/def2-TZVPD
C -28.642 4.893 -19.506
C -28.406 6.168 -19.066
C -27.109 6.696 -19.066
C -26.120 5.849 -19.447
C -26.341 4.551 -19.820
C -27.602 4.035 -19.832
N -24.785 6.419 -19.475
O -23.918 5.714 -19.974
O -24.644 7.529 -18.989
H -29.661 4.623 -19.611
H -29.179 6.770 -18.607
H -26.858 7.620 -18.664
H -25.507 4.009 -20.268
H -27.711 2.964 -20.141
C -19.652 8.023 -12.000
C -20.232 7.215 -12.964
C -21.357 7.549 -13.672
C -21.855 8.829 -13.375
C -21.318 9.636 -12.402
C -20.205 9.235 -11.620
N -22.960 9.404 -14.090
O -23.809 8.670 -14.498
O -22.936 10.613 -14.198
H -18.905 7.454 -11.369
H -19.808 6.222 -12.864
H -21.597 6.973 -14.578
H -21.809 10.608 -12.231
H -19.950 9.917 -10.829
C -15.671 -2.819 -17.485
C -16.663 -2.017 -18.109
C -17.365 -1.057 -17.423
C -17.093 -1.022 -16.051
C -16.297 -1.951 -15.398
C -15.588 -2.828 -16.145
N -17.632 0.069 -15.315
O -17.383 0.167 -14.141
O -18.317 0.895 -15.906
H -15.118 -3.597 -18.008
H -16.875 -2.171 -19.205
H -18.093 -0.402 -17.947
H -16.170 -1.995 -14.363
H -14.898 -3.501 -15.607
C -19.660 6.868 -20.181
C -20.939 6.395 -20.350
C -21.235 5.348 -21.262
C -20.182 4.826 -22.014
C -18.861 5.278 -21.901
C -18.635 6.328 -21.005
N -20.486 3.681 -22.947
O -21.620 3.561 -23.400
O -19.488 2.977 -23.175
H -19.284 7.591 -19.514
H -21.807 6.633 -19.751
H -22.305 5.010 -21.309
H -18.081 4.886 -22.465
H -17.646 6.774 -20.965
C -18.657 -4.044 -9.760
C -18.847 -2.940 -8.921
C -18.908 -1.669 -9.513
C -18.954 -1.651 -10.857
C -18.982 -2.759 -11.701
C -18.779 -3.978 -11.129
N -19.088 -0.250 -11.451
O -18.414 0.632 -10.857
O -19.704 -0.068 -12.469
H -18.485 -4.976 -9.263
H -18.618 -2.965 -7.855
H -18.947 -0.697 -9.005
H -19.026 -2.632 -12.797
H -18.639 -4.889 -11.720
C -26.789 7.882 -12.442
C -27.695 8.977 -12.320
C -28.413 9.392 -13.422
C -28.097 8.884 -14.696
C -27.091 7.999 -14.817
C -26.498 7.423 -13.709
N -28.718 9.406 -15.909
O -28.311 8.950 -16.945
O -29.607 10.223 -15.827
H -26.244 7.597 -11.529
H -27.880 9.445 -11.346
H -29.201 10.152 -13.459
H -26.693 7.633 -15.758
H -25.690 6.677 -13.825
C -24.949 1.646 -17.703
C -26.275 1.223 -17.594
C -26.673 -0.008 -18.147
C -25.755 -0.792 -18.780
C -24.426 -0.328 -18.869
C -24.062 0.905 -18.402
N -26.108 -2.117 -19.170
O -27.269 -2.403 -19.142
O -25.227 -2.876 -19.512
H -24.617 2.508 -17.198
H -27.042 1.759 -17.028
H -27.685 -0.320 -17.976
H -23.708 -0.935 -19.374
H -23.030 1.230 -18.444
C -22.879 4.985 -16.692
C -22.177 4.214 -17.621
C -21.696 2.968 -17.258
C -22.006 2.460 -16.049
C -22.682 3.173 -15.139
C -23.170 4.416 -15.451
N -21.676 1.063 -15.820
O -21.853 0.599 -14.753
O -21.222 0.455 -16.803
H -23.223 6.058 -16.781
H -21.970 4.516 -18.666
H -21.265 2.328 -18.050
H -22.820 2.790 -14.113
H -23.679 5.137 -14.795
C -23.040 -0.512 -24.160
C -21.823 -0.245 -23.557
C -21.761 0.677 -22.513
C -22.898 1.368 -22.154
C -24.101 1.175 -22.832
C -24.186 0.164 -23.767
N -22.856 2.280 -21.002
O -21.777 2.478 -20.426
O -23.856 2.889 -20.714
H -23.134 -1.386 -24.859
H -20.979 -0.718 -23.932
H -20.771 0.865 -22.098
H -24.931 1.675 -22.359
H -25.075 0.021 -24.390
C -18.077 3.381 -18.020
C -16.862 2.750 -17.841
C -16.322 1.871 -18.779
C -17.133 1.659 -19.932
C -18.358 2.216 -20.114
C -18.860 3.018 -19.123
N -16.524 0.726 -20.954
O -16.972 0.776 -22.079
O -15.508 0.124 -20.648
H -18.478 4.123 -17.313
H -16.192 3.065 -17.066
H -15.347 1.352 -18.568
H -18.856 2.013 -21.030
H -19.870 3.430 -19.312
C -18.763 3.223 -12.826
Cl -17.656 4.059 -11.686
Cl -18.875 4.126 -14.370
Cl -20.357 3.033 -12.036
H -18.479 2.228 -12.993
C -21.559 -2.677 -15.610
Cl -19.828 -2.778 -15.952
Cl -22.001 -3.203 -14.008
Cl -22.651 -3.477 -16.760
H -21.676 -1.621 -15.652
C -20.429 -2.417 -20.173
Cl -20.531 -0.844 -19.427
Cl -19.133 -2.450 -21.330
Cl -22.012 -2.789 -20.943
H -20.217 -3.234 -19.477
C -15.604 7.336 -15.364
Cl -14.899 8.817 -16.023
Cl -14.359 6.054 -14.961
Cl -16.714 6.598 -16.528
H -16.297 7.489 -14.500
C -23.417 0.952 -12.052
Cl -23.243 -0.442 -10.970
Cl -23.782 2.464 -11.071
Cl -24.793 0.705 -13.049
H -22.503 1.019 -12.668
C -27.870 4.433 -14.631
Cl -27.089 3.692 -13.223
Cl -29.382 3.650 -14.972
Cl -26.870 4.551 -16.040
H -28.145 5.496 -14.435
```



Computed, not measured: 6 unconnected molecules or ions with the total composition C6H27F4N7O10PS4 at a distorted geometry, with ωB97M-V/def2-TZVPD.

The calculation puts the gap between HOMO and LUMO at 6.76 eV. The relative energy (zero: lowest compared OMol25 entry of this formula, charge and spin) is 18.9 kcal per mole. The energy is -101065.225 eV. The calculation puts the highest occupied orbital energy at -0.17070 hartree. Its net charge is -1. The strongest force on any atom is 9.0 eV/A.

```
59
C6H27F4N7O10PS4 ωB97M-V/def2-TZVPD
N 0.465 -4.809 0.626
H 1.462 -4.559 0.374
H 0.135 -5.710 0.300
H -0.164 -4.071 0.220
H 0.468 -4.769 1.647
N 0.106 -1.133 1.009
H 0.569 -1.524 1.883
H 0.771 -0.939 0.261
H -0.272 -0.199 1.234
H -0.564 -1.823 0.644
N 3.055 -4.186 0.077
S 3.658 -5.243 -0.876
O 5.029 -5.662 -0.731
O 2.993 -5.445 -2.113
F 3.040 -6.470 0.063
S 3.531 -2.804 -0.797
O 2.477 -1.846 -0.983
O 4.748 -2.788 -1.567
F 4.198 -2.166 0.536
N -1.459 -3.088 -0.175
S -1.853 -2.755 -1.621
O -1.361 -1.480 -2.080
O -2.989 -3.338 -2.289
F -0.753 -3.737 -2.315
S -3.057 -3.000 0.410
O -3.777 -4.231 0.288
O -3.646 -1.710 0.239
F -2.636 -3.068 1.932
O 1.439 -1.986 3.271
H 1.590 -1.038 3.375
O -0.740 1.503 1.337
P -0.560 2.694 0.470
N 0.726 2.745 -0.639
C 1.080 1.502 -1.328
C 1.123 4.005 -1.274
N -0.430 4.154 1.272
C 0.673 4.337 2.221
C -1.656 4.810 1.748
N -1.943 2.826 -0.509
C -2.189 4.002 -1.327
C -2.495 1.559 -1.016
H 1.499 1.700 -2.315
H 0.214 0.883 -1.571
H 1.785 0.967 -0.692
H 0.655 4.879 -0.814
H 0.759 4.104 -2.297
H 2.183 4.155 -1.067
H 0.367 3.822 3.134
H 1.590 3.959 1.771
H 0.849 5.393 2.432
H -1.370 5.853 1.892
H -2.494 4.786 1.058
H -2.033 4.349 2.667
H -1.735 4.823 -0.776
H -1.854 4.061 -2.372
H -3.258 4.192 -1.467
H -2.558 0.866 -0.178
H -1.889 1.039 -1.761
H -3.498 1.609 -1.441
```